[1]
Formula: CHN4O2
Source: OMol25
Level of theory: wB97M-V/def2-TZVPD

CARTESIAN COORDINATES (ANGSTROEM)
O (-1.61002, 2.64100, -0.13055)
O (1.24462, -2.81434, -1.21913)
N (0.87245, 0.26480, 0.25060)
N (0.95526, -1.85671, -0.62536)
N (-0.44277, 0.66549, 0.52057)
N (1.05256, -0.75807, -0.36137)
C (-1.04031, 1.73096, 0.23909)
H (-1.03178, 0.12688, 1.32614)

Total charge   +1
HOMO level   -14.59 eV
Gap between HOMO and LUMO   8.29 eV
2S+1   1
E_LUMO   -6.3 eV
SMILES   O=C=[NH+]/N=N\N=O



[2]
Formula: C5H5N
Source: OMol25
Level of theory: wB97M-V/def2-TZVPD

CARTESIAN COORDINATES (ANGSTROEM)
N (-1.76797, -1.17207, 1.20217)
C (0.79760, -0.95921, 0.58622)
C (-0.72340, -0.79152, 0.60669)
C (0.91067, 1.98866, -0.83016)
C (0.02588, 0.03708, -0.29562)
C (0.03107, 1.06296, -1.26913)
H (1.13896, -1.87720, 0.07484)
H (1.97268, 2.11664, -0.63859)
H (-0.96206, 1.16455, -1.82782)
H (1.21917, -0.80324, 1.55423)
H (-2.64261, -0.76666, 0.83717)

Total charge   0
HOMO level (spin up / spin down)   -7.98 / -8.54 eV
Gap between HOMO and LUMO (spin up / spin down)   7.55 / 7.67 eV
2S+1   1
E_LUMO (spin up / spin down)   -0.4 / -0.9 eV



[3]
Formula: C7H9AlCl2LuNO4
Source: OMol25
Level of theory: wB97M-V/def2-TZVPD

CARTESIAN COORDINATES (ANGSTROEM)
Lu (0.35923, 0.93471, -1.09176)
Cl (-0.40093, 3.03080, -1.95211)
Cl (-0.40990, -0.84319, -3.03269)
Al (0.74215, -0.10479, -4.76753)
O (0.54231, 2.53377, -6.54032)
O (2.38349, 3.70132, -0.42063)
O (-0.70290, 0.43750, 0.58806)
O (1.00648, -2.74356, -6.45477)
N (-0.92267, -0.49389, 2.60745)
C (0.59289, 1.53314, -5.90672)
C (-0.50974, -1.19770, 3.83187)
C (0.93267, -1.73086, -5.86727)
C (1.94986, 2.64101, -0.50423)
C (1.28793, -0.60846, 1.46394)
C (-0.15739, -0.21443, 1.58748)
C (-2.35026, -0.21123, 2.45742)
H (1.91378, 0.29317, 1.25954)
H (1.67157, -1.06371, 2.39747)
H (-2.50949, 0.86326, 2.28974)
H (-0.08167, -2.18101, 3.60738)
H (0.24239, -0.62449, 4.38063)
H (-2.85295, -0.53672, 3.37848)
H (-1.40423, -1.30654, 4.45071)
H (-2.75921, -0.74530, 1.58452)
H (1.43657, -1.36280, 0.65335)

Total charge   +4
HOMO level   -22.02 eV
Gap between HOMO and LUMO   3.02 eV
2S+1   1
E_LUMO   -19.0 eV



[4]
Formula: C4H11N3S
Source: OMol25
Level of theory: wB97M-V/def2-TZVPD

CARTESIAN COORDINATES (ANGSTROEM)
S (-3.73061, 1.16695, -0.07829)
N (-2.08387, 0.79045, 0.01354)
N (2.65063, -0.48307, -0.15358)
N (-0.66692, -0.79253, -1.20424)
C (1.53636, -0.94471, 0.79279)
C (0.31833, 0.20010, -0.93916)
C (-1.83259, -0.43143, -0.79907)
C (0.60934, 0.33213, 0.59693)
H (1.88752, -0.94832, 1.81004)
H (3.23898, -1.32396, -0.43899)
H (-0.07965, 1.15261, -1.43848)
H (1.10471, -1.91647, 0.63095)
H (-0.40323, 0.19704, 1.14020)
H (3.13301, 0.14356, 0.48810)
H (1.47668, 0.06700, -1.37022)
H (-1.56983, 1.78604, -0.49795)
H (-4.19130, 1.08999, 1.30923)
H (1.23108, 1.15380, 0.91939)
H (-2.62862, -1.23919, -0.78118)

Total charge   0
HOMO level   -8.62 eV
Gap between HOMO and LUMO   9.35 eV
2S+1   1
E_LUMO   0.7 eV
SMILES   NCCC/N=C\NS



[5]
Formula: C32H27AsIrN2O6PSSe
Source: OMol25
Level of theory: wB97M-V/def2-TZVPD

CARTESIAN COORDINATES (ANGSTROEM)
Ir (0.38803, -0.89170, 0.54218)
Se (-1.87514, -0.42482, -0.14439)
As (0.00720, 0.76881, 3.44564)
S (2.73043, 0.45395, 1.33666)
P (-0.75296, -1.75882, -2.28898)
O (-0.40327, 2.27231, 2.59331)
O (3.97489, 0.59937, 0.65464)
O (-0.91175, 0.65624, 4.77571)
O (2.28530, -0.95837, 1.57726)
O (1.53776, 1.08617, 0.73424)
O (-0.38368, -0.45080, 2.31738)
N (-2.88846, 1.95200, 1.07618)
N (-1.27478, 2.40541, -0.30936)
C (-1.97425, 5.92835, 0.60099)
C (-0.36885, -3.74884, 1.17314)
C (-1.25327, -4.37511, -1.39552)
C (3.35689, 1.80718, 5.59662)
C (-2.20132, -3.30886, -5.73425)
C (-3.03219, 5.64099, 1.47815)
C (-1.98379, 1.42574, 0.25744)
C (-3.78356, 1.18482, 1.94443)
C (1.12876, 0.21397, -2.63227)
C (-0.81751, -5.02480, 0.87363)
C (3.21114, -1.21967, -1.46004)
C (3.45350, -0.01405, -2.07647)
C (-1.05952, -3.49009, -6.50385)
C (-1.70115, 3.62675, 0.19181)
C (-0.80862, -3.08461, -1.08787)
C (-1.28965, 4.92897, -0.05868)
C (-1.25853, -5.34344, -0.41147)
C (-3.43730, 4.34550, 1.72742)
C (2.08784, 1.40460, 5.18785)
C (1.86624, 1.05650, 3.86474)
C (0.30096, -2.60324, -4.73026)
C (0.18716, -3.13643, -6.00476)
C (-2.09840, -2.77044, -4.46204)
C (0.86696, -1.03027, -2.02541)
C (2.92849, 1.10593, 2.95989)
C (-0.35169, -2.75115, 0.19889)
C (1.91323, -1.74457, -1.41425)
C (-2.74494, 3.33873, 1.06460)
C (2.40747, 0.71183, -2.65635)
C (-0.84401, -2.43305, -3.95142)
C (4.39774, 1.87069, 4.68682)
C (4.19027, 1.50320, 3.36159)
H (-2.99021, -2.61419, -3.86595)
H (-1.59693, -6.34449, -0.64096)
H (1.07385, -3.27757, -6.60797)
H (-1.69232, 6.95934, 0.43858)
H (2.61091, 1.65919, -3.13792)
H (-0.82341, -5.78234, 1.64663)
H (-0.70092, 2.89245, 3.27198)
H (1.75718, -2.74770, -1.04465)
H (-4.53832, 0.67292, 1.35214)
H (5.38073, 2.19011, 5.00496)
H (-3.54294, 6.45728, 1.96967)
H (0.32369, 0.74781, -3.12627)
H (-3.17174, -3.57794, -6.12870)
H (1.27526, -2.33292, -4.34243)
H (4.45748, 0.38474, -2.09186)
H (4.02427, -1.77282, -1.01141)
H (-1.14222, -3.90445, -7.49972)
H (-0.47025, 5.14825, -0.72908)
H (-4.24845, 4.13275, 2.40927)
H (-0.02788, -3.51601, 2.17440)
H (-1.57674, -4.61448, -2.40099)
H (-3.19772, 0.47149, 2.52203)
H (1.26420, 1.35613, 5.88942)
H (4.99849, 1.51015, 2.64431)
H (3.52468, 2.07030, 6.63234)
H (-4.26516, 1.87531, 2.62904)
H (-0.42723, 2.23184, -0.83041)

Total charge   +1
HOMO level (spin up / spin down)   -10.52 / -11.22 eV
Gap between HOMO and LUMO (spin up / spin down)   7.54 / 6.21 eV
2S+1   2
E_LUMO (spin up / spin down)   -3.0 / -5.0 eV



[6]
Formula: C3H3Li2O5
Source: OMol25
Level of theory: wB97M-V/def2-TZVPD

CARTESIAN COORDINATES (ANGSTROEM)
O (-1.26309, 0.05913, -1.32480)
O (-1.25507, -1.73735, -0.18579)
O (-1.26496, 0.13012, 0.78991)
O (0.79748, 1.09928, -0.11410)
O (1.60320, 1.80509, -1.04534)
C (0.17476, -1.72261, -0.21452)
C (0.51733, -0.22756, -0.09404)
C (-1.69179, -0.47959, -0.26912)
Li (-1.58948, 1.49920, 2.10882)
Li (3.30003, 1.28308, -0.38865)
H (1.52555, -0.52050, 0.27093)
H (0.58857, -2.11650, -1.14779)
H (0.62624, -2.26110, 0.62405)

Total charge   +1
HOMO level (spin up / spin down)   -12.45 / -12.45 eV
Gap between HOMO and LUMO (spin up / spin down)   7.61 / 7.61 eV
2S+1   1
E_LUMO (spin up / spin down)   -4.8 / -4.8 eV



[7]
Formula: C4H8O2
Source: OMol25
Level of theory: wB97M-V/def2-TZVPD

CARTESIAN COORDINATES (ANGSTROEM)
O (0.97270, 0.75651, 1.45619)
O (1.56178, -0.13572, -1.01833)
C (-0.79772, -0.77978, -0.99294)
C (-0.35264, 1.02027, 0.98921)
C (-0.83109, -0.27174, 0.40421)
C (0.53643, -0.89934, -0.42703)
H (-1.40951, -0.89052, 1.11119)
H (-0.88305, -0.07796, -1.81733)
H (1.25799, 0.21053, -1.87139)
H (1.58742, 1.34047, 1.01254)
H (-0.92785, 1.31258, 1.87851)
H (0.99034, -1.72429, 0.10280)
H (-0.39010, 1.85723, 0.28109)
H (-1.31467, -1.71825, -1.10872)

Total charge   0
HOMO level   -8.29 eV
Gap between HOMO and LUMO   9.16 eV
2S+1   1
E_LUMO   0.9 eV
SMILES   OC[C@H]1C[C@H]1O